# 1
Molecular formula: C35H42BN8O6S5Sn
Method: DFT, wB97M-V/def2-TZVPD

Geometry (Å):
Sn  1.21196  -0.46955  -2.22197
C  2.86875  4.92700  -4.32416
C  2.69235  3.72536  -3.39261
C  3.64712  3.89650  -2.21132
C  2.98731  2.44257  -4.16897
N  1.30567  3.67839  -2.89229
C  0.28612  4.43395  -3.40653
C  -0.83597  4.14192  -2.71547
N  -0.52216  3.20739  -1.77316
B  -1.57221  2.74895  -0.75359
N  -2.37609  1.51398  -1.18403
C  -3.57515  1.26357  -0.56892
C  -4.18323  0.25077  -1.22133
N  -3.36987  -0.12885  -2.25252
C  -2.26056  0.64442  -2.20340
S  -0.96819  0.62467  -3.32664
C  -3.67192  -1.20397  -3.21052
C  -2.65297  -2.32227  -2.99612
C  -3.62971  -0.63099  -4.62802
C  -5.07451  -1.76234  -2.96282
N  -0.88728  2.59678  0.63937
C  -0.28647  3.68587  1.18983
C  0.06360  3.37426  2.46142
N  -0.34727  2.09622  2.71313
C  -0.88589  1.63441  1.56289
S  -1.31594  -0.02829  1.20536
C  -0.22238  1.50329  4.06987
C  -1.15881  0.31397  4.26282
C  -0.63417  2.57090  5.09426
C  1.23351  1.10194  4.29941
C  0.78059  2.91633  -1.90695
S  1.57085  1.74750  -0.90814
H  3.91799  5.00677  -4.59535
H  2.29567  4.81787  -5.24049
H  2.58935  5.85159  -3.82662
H  4.67202  3.89969  -2.57042
H  3.45528  4.84296  -1.71107
H  3.52718  3.09208  -1.49409
H  3.94886  2.53021  -4.66671
H  3.02892  1.58353  -3.50719
H  2.22472  2.26342  -4.92328
H  0.41509  5.12105  -4.21150
H  -1.82929  4.51935  -2.82079
H  -2.35332  3.64118  -0.63652
H  -3.90654  1.83702  0.26929
H  -5.13044  -0.19988  -1.03245
H  -1.64976  -2.00269  -3.26858
H  -2.63644  -2.60934  -1.94697
H  -2.92134  -3.18613  -3.59604
H  -2.65855  -0.20491  -4.85187
H  -3.83588  -1.41286  -5.35125
H  -4.37911  0.14917  -4.73943
H  -5.16216  -2.22058  -1.98135
H  -5.83676  -0.99566  -3.07681
H  -5.26712  -2.52990  -3.70720
H  -0.14752  4.59244  0.63837
H  0.57712  3.97391  3.18024
H  -2.12731  0.50632  3.81113
H  -0.74830  -0.60770  3.86594
H  -1.30847  0.14219  5.32288
H  -1.67632  2.85338  4.95774
H  -0.51711  2.15475  6.09131
H  -0.02134  3.46592  5.06074
H  1.55305  0.35648  3.57695
H  1.88922  1.96593  4.22734
H  1.32859  0.66605  5.28866
O  5.75724  0.22195  -0.82835
C  4.61473  -0.28810  -1.24611
O  4.04821  0.07302  -2.25044
C  4.07729  -1.35636  -0.36856
C  4.88338  -2.17228  0.41098
C  4.26478  -3.20760  1.09447
C  2.88614  -3.33854  1.04833
C  2.15262  -2.39498  0.33131
N  2.75688  -1.47556  -0.40374
C  0.64913  -2.22133  0.32413
O  -0.08654  -3.31950  0.85630
O  0.10623  -1.84970  -0.78483
H  6.05699  0.94332  -1.40660
H  5.94875  -2.01399  0.44992
H  4.85037  -3.90430  1.67362
H  2.40170  -4.14826  1.56276
O  1.86842  -4.55479  4.69263
S  0.68361  -3.79003  4.46423
O  0.32479  -2.78315  5.41254
N  0.81694  -3.09672  2.94962
C  0.00155  -3.63959  2.13248
S  0.55967  -0.79614  1.60640
C  -0.90070  -4.67633  2.65068
C  -1.85730  -5.41152  1.96760
C  -2.56337  -6.37151  2.67741
C  -2.32738  -6.57729  4.02973
C  -1.38580  -5.81678  4.71961
C  -0.67975  -4.87893  4.00801
H  -2.03418  -5.24383  0.91650
H  -3.30699  -6.97026  2.17161
H  -2.87671  -7.34365  4.55727
H  -1.21774  -5.95556  5.77697

Values from the calculation:
Energy relative to the best compared isomer or geometry (same formula, charge and spin), kJ/mol: 5.65
Net charge: +1
Frontier orbital gap, eV: 7.31
DFT total energy, eV: -121866.743
HOMO energy, eV: -9.67


# 2
Molecular formula: C35H42IN2O18PS2
Method: DFT, wB97M-V/def2-TZVPD

Geometry (Å):
C  -2.13395  -5.23158  2.87186
C  -2.07918  -3.69385  2.90636
C  -3.50613  -3.12353  2.85520
C  -1.42325  -3.24623  4.21812
C  0.11126  -3.32170  4.20293
C  0.73920  -2.40421  3.18781
C  1.42373  -2.89427  1.99392
I  1.63334  -4.97023  1.73383
C  1.96840  -2.08105  1.04547
C  2.60893  -2.51306  -0.21597
C  3.89852  -2.09968  -0.52575
C  4.47243  -2.46848  -1.72914
C  3.76991  -3.24240  -2.63888
C  2.48255  -3.65747  -2.33407
C  1.90719  -3.28829  -1.13242
C  1.89030  -0.67492  1.28649
N  2.36788  0.28872  0.49448
S  1.99423  1.67529  1.19678
N  1.24910  1.16179  2.51131
C  1.24169  -0.17266  2.43945
C  0.65868  -1.05646  3.38493
P  -0.16940  -0.22920  4.75119
S  -1.95044  0.46942  4.33342
H  -1.27174  -5.65524  3.38589
H  -2.11861  -5.62363  1.85686
H  -3.02623  -5.58039  3.38664
H  -1.54055  -3.32256  2.03374
H  -4.20503  -3.76261  3.39347
H  -3.87423  -3.03853  1.83254
H  -3.55257  -2.12896  3.29698
H  -1.75861  -3.92683  5.00546
H  -1.76838  -2.25388  4.50489
H  0.48936  -3.06050  5.19347
H  0.39612  -4.35226  4.04504
H  4.45752  -1.49432  0.17314
H  5.47004  -2.14809  -1.99470
H  4.20839  -3.51524  -3.58518
H  1.89798  -4.24715  -3.02486
H  0.89642  -3.59284  -0.89691
H  -0.11312  -1.10116  5.84113
H  0.69601  0.82470  5.04438
C  -1.65137  1.88482  -0.71809
C  -1.44632  3.12303  0.12979
O  -1.74242  4.18775  -0.79158
C  -2.51760  3.68117  -1.77221
O  -3.04941  4.33797  -2.61905
O  -2.61851  2.35104  -1.68065
H  -2.04444  1.04540  -0.15082
H  -0.77777  1.53724  -1.26722
H  -2.15020  3.17456  0.96152
H  -0.43359  3.21896  0.50674
C  0.67537  1.45344  9.12748
C  2.14736  1.81541  9.21239
O  2.78391  0.55389  8.97520
C  1.92849  -0.23561  8.29031
O  2.20786  -1.27497  7.78862
O  0.69856  0.32715  8.24381
H  0.05423  2.24261  8.71375
H  0.26536  1.13534  10.08684
H  2.45084  2.51112  8.42870
H  2.44518  2.20994  10.17941
C  -0.60929  -1.30946  -5.27334
C  -0.64947  0.20150  -5.41079
O  -0.72025  0.62170  -4.04282
C  -0.21481  -0.35972  -3.26849
O  -0.01424  -0.24518  -2.09883
O  -0.00048  -1.47698  -3.98309
H  -0.01191  -1.80256  -6.03455
H  -1.60666  -1.74993  -5.24821
H  0.26298  0.60524  -5.85245
H  -1.51262  0.56703  -5.95922
C  -4.75763  7.47224  -1.81107
C  -3.35834  7.36428  -1.24222
O  -2.80072  8.64309  -1.57646
C  -3.81197  9.52570  -1.73552
O  -3.67827  10.69939  -1.85243
O  -5.00456  8.88211  -1.74602
H  -5.50549  6.93385  -1.23563
H  -4.80457  7.15206  -2.85294
H  -3.35540  7.25673  -0.15571
H  -2.77702  6.56344  -1.68502
C  -6.24786  1.81563  -4.92483
C  -4.89633  2.47580  -4.73380
O  -4.00657  1.35302  -4.76381
C  -4.60421  0.34804  -5.43526
O  -4.06008  -0.65260  -5.77764
O  -5.90469  0.63997  -5.67199
H  -6.95682  2.42193  -5.48137
H  -6.69928  1.50915  -3.97989
H  -4.64012  3.14100  -5.56007
H  -4.79060  3.01973  -3.80050
C  8.96312  -2.05224  -4.78841
C  8.67671  -3.17463  -3.80712
O  7.24653  -3.16927  -3.75707
C  6.77722  -2.61603  -4.90024
O  5.63804  -2.61865  -5.23275
O  7.78844  -2.06119  -5.60603
H  9.84544  -2.22025  -5.39909
H  9.04128  -1.08032  -4.29888
H  9.01030  -4.14602  -4.17478
H  9.08691  -3.00441  -2.81586

Values from the calculation:
Net charge: 0
Frontier orbital gap, eV: 7.51
DFT total energy, eV: -115872.563
HOMO energy, eV: -8.38